C42H56CaF6N5O22S2 as an isolated structure in a non-equilibrium geometry, computed with the ωB97M-V functional and the def2-TZVPD basis.

```
134
Properties=species:S:1:pos:R:3:lowdin_charge:R:1
Ca -5.354 3.198 -1.534 1.856
C 0.075 4.053 0.897 -0.581
F 1.116 3.773 0.136 0.171
F 0.531 4.365 2.161 0.106
F -0.598 5.119 0.464 0.114
S -1.304 2.604 1.064 0.743
O -0.701 1.583 1.949 -0.299
O -2.583 3.261 1.420 -0.393
N -1.498 2.130 -0.649 -0.337
S -0.605 0.909 -0.769 0.529
O 0.681 1.103 -0.116 -0.307
O -1.246 -0.434 -0.568 -0.339
C -0.212 0.815 -2.677 -0.577
F 0.437 -0.311 -2.893 0.164
F -1.341 0.920 -3.418 0.085
F 0.552 1.955 -2.993 0.058
C -6.241 4.744 12.985 -0.018
C -6.406 3.840 11.813 -0.346
C -7.573 4.205 10.998 -0.094
O -7.094 4.199 9.614 0.076
C -5.749 4.059 9.644 -0.553
O -4.972 4.069 8.671 0.101
O -5.354 3.950 10.876 0.116
H -5.383 4.573 13.635 0.093
H -7.083 4.559 13.652 0.096
H -6.266 5.800 12.716 0.098
H -6.521 2.787 12.071 0.163
H -7.896 5.232 11.169 0.128
H -8.543 3.749 11.194 0.140
C 0.401 -8.624 0.266 -0.016
C 1.444 -7.494 0.026 -0.342
C 1.732 -6.687 1.309 -0.059
O 3.147 -6.765 1.249 0.067
C 3.631 -7.625 0.382 -0.512
O 4.857 -7.705 0.174 0.106
O 2.598 -8.159 -0.323 0.083
H -0.605 -8.203 0.256 0.082
H 0.671 -9.069 1.223 0.083
H 0.455 -9.388 -0.509 0.084
H 1.118 -6.905 -0.832 0.154
H 1.429 -7.214 2.213 0.130
H 1.324 -5.678 1.247 0.139
C -8.940 -4.321 4.462 -0.021
C -8.352 -2.901 4.802 -0.245
C -6.787 -3.033 4.990 -0.055
O -6.280 -1.802 4.369 0.048
C -7.166 -1.409 3.428 -0.484
O -6.984 -0.566 2.531 0.077
O -8.375 -2.096 3.593 0.026
H -8.583 -5.132 5.097 0.083
H -8.700 -4.693 3.465 0.084
H -10.026 -4.227 4.441 0.077
H -8.806 -2.268 5.564 0.152
H -6.370 -3.859 4.414 0.127
H -6.315 -3.151 5.966 0.133
C 7.613 -3.479 -2.353 -0.023
C 6.961 -2.497 -1.445 -0.340
C 7.885 -1.707 -0.550 -0.129
O 7.388 -0.406 -0.612 0.054
C 6.418 -0.350 -1.638 -0.438
O 5.615 0.597 -1.944 0.064
O 6.279 -1.520 -2.248 0.086
H 8.335 -3.004 -3.018 0.092
H 6.866 -3.930 -3.006 0.099
H 8.274 -4.016 -1.673 0.097
H 6.162 -2.986 -0.887 0.159
H 8.933 -1.792 -0.835 0.139
H 7.678 -2.047 0.465 0.141
C 0.407 8.376 -6.054 0.008
C -0.902 7.815 -6.701 -0.288
C -0.732 6.703 -7.698 -0.111
O -1.589 5.663 -7.302 0.082
C -2.044 5.917 -6.071 -0.545
O -2.877 5.161 -5.587 0.088
O -1.548 7.088 -5.661 0.067
H 0.378 9.105 -5.244 0.086
H 1.052 8.753 -6.848 0.088
H 0.853 7.473 -5.636 0.089
H -1.684 8.484 -7.059 0.156
H 0.296 6.356 -7.589 0.137
H -0.970 6.995 -8.721 0.145
C -8.630 -6.048 -5.179 -0.018
C -8.893 -4.597 -4.847 -0.358
C -9.604 -4.249 -3.520 -0.070
O -8.948 -3.092 -3.072 0.104
C -7.866 -2.908 -3.749 -0.513
O -7.056 -1.953 -3.541 0.058
O -7.737 -3.923 -4.639 0.094
H -8.226 -6.637 -4.356 0.090
H -8.051 -6.238 -6.082 0.092
H -9.533 -6.614 -5.408 0.088
H -9.407 -4.192 -5.718 0.156
H -9.554 -5.016 -2.747 0.141
H -10.651 -4.079 -3.773 0.138
N 9.818 7.211 1.291 -0.003
C 8.823 7.079 2.313 -0.101
C 7.612 6.944 1.601 -0.119
C 7.866 6.541 0.227 -0.105
C 9.195 6.788 0.082 -0.159
H 10.736 7.624 1.373 0.131
H 9.148 7.151 3.341 0.092
H 6.630 7.010 2.045 0.077
H 7.085 6.257 -0.463 0.091
H 9.777 6.805 -0.828 0.096
N 6.226 4.250 -6.513 -0.014
C 6.104 4.285 -7.864 -0.165
C 7.345 4.155 -8.415 -0.130
C 8.218 3.783 -7.383 -0.110
C 7.492 3.843 -6.155 -0.109
H 5.534 4.061 -5.802 0.146
H 5.147 4.338 -8.361 0.103
H 7.667 4.135 -9.446 0.093
H 9.233 3.418 -7.434 0.084
H 7.786 3.660 -5.132 0.102
N -0.566 -1.142 8.880 -0.012
C -0.933 -0.856 10.183 -0.117
C 0.158 -1.258 10.934 -0.184
C 1.075 -1.959 10.248 -0.100
C 0.631 -1.807 8.874 -0.114
H -1.136 -1.025 8.055 0.145
H -1.821 -0.294 10.432 0.099
H 0.305 -1.073 11.988 0.095
H 1.954 -2.505 10.561 0.093
H 1.077 -2.092 7.932 0.096
N 5.541 -4.695 -8.290 -0.014
C 5.585 -6.074 -8.429 -0.136
C 4.498 -6.646 -7.794 -0.125
C 3.741 -5.591 -7.374 -0.139
C 4.389 -4.336 -7.639 -0.109
H 6.153 -4.062 -8.785 0.143
H 6.466 -6.418 -8.951 0.103
H 4.286 -7.705 -7.760 0.097
H 2.750 -5.522 -6.950 0.084
H 4.130 -3.324 -7.364 0.097
```

Properties
Maximum force ... 7.7 eV/Å
Net charge ... +1
2S+1 ... 1
Frontier orbital gap ... 0.033 Eh
HOMO level ... -8.67 eV
Total energy ... -153353.714 eV
LUMO level ... -7.775 eV
ΔE to the lowest compared entry with this formula, charge and spin ... 306.63 kcal per mole


An isolated molecule of C5H7NO in a non-equilibrium geometry, computed with the ωB97M-V functional and the def2-TZVPD basis.

```
14
Properties=species:S:1:pos:R:3:lowdin_charge:R:1
H 2.495 -1.764 -0.064 0.056
N 1.548 -1.872 0.290 0.158
C 0.972 -0.748 0.304 -0.447
O 1.352 0.368 -0.417 -0.025
C 0.393 1.433 -0.273 -0.125
C -0.876 0.777 0.236 -0.202
C -1.180 -0.478 -0.499 -0.060
C -0.388 -0.521 0.790 -0.150
H 0.246 1.896 -1.252 0.128
H 0.788 2.172 0.434 0.128
H -1.706 1.348 0.637 0.142
H -0.722 -0.554 -1.495 0.134
H -2.055 -1.080 -0.357 0.106
H -0.867 -0.979 1.665 0.158
```

Properties
Maximum force ... 1.3 eV/Å
SMILES ... [H]/N=C1\OC[C@H]2C[C@@H]12
2S+1 ... 1
Frontier orbital gap ... 0.389 Eh
HOMO level ... -9.59 eV
Total energy ... -8834.468 eV
LUMO level ... 0.991 eV
ΔE to the lowest compared entry with this formula, charge and spin ... 40.02 kcal per mole